[1]
ORCA calculation (ωB97M-V/def2-TZVPD) on a molecular structure, C25H35IrN3O3P.

Summary:
- E_HOMO (spin up / spin down): -18.2 / -18.2 eV
- LUMO energy (spin up / spin down): -10.79 / -11.49 eV
- Expectation value of S²: 0.754
- Total charge: +3
- Multiplicity: 2
- Kohn-Sham gap (spin up / spin down): 7.4 / 6.7 eV
- Energy relative to the best compared isomer or geometry (same formula, charge and spin): 0.00 kJ/mol

CARTESIAN COORDINATES (ANGSTROEM)
Ir 0.24 -0.27 0.44
C 0.56 3.70 2.25
C 0.11 3.44 3.53
C -0.34 2.15 3.84
C -0.32 1.18 2.87
N 0.12 1.45 1.60
C 0.56 2.68 1.32
C -0.74 -0.23 3.13
C -1.35 -0.73 4.26
C -1.69 -2.08 4.29
C -1.43 -2.91 3.21
C -0.82 -2.37 2.09
N -0.50 -1.06 2.10
C -0.47 -3.06 0.83
C -0.54 -4.43 0.68
C -0.18 -5.00 -0.54
C 0.24 -4.18 -1.57
C 0.30 -2.82 -1.35
N -0.05 -2.25 -0.19
H 0.93 4.68 1.98
H 0.11 4.21 4.29
H -0.68 1.92 4.84
H 0.91 2.84 0.31
H -1.57 -0.09 5.10
H -2.18 -2.48 5.17
H -1.72 -3.95 3.24
H -0.87 -5.05 1.50
H -0.23 -6.08 -0.67
H 0.53 -4.58 -2.53
H 0.65 -2.15 -2.12
C -3.19 0.87 -0.07
C -3.11 -0.03 -1.27
O -1.85 0.11 -2.02
P -0.43 0.58 -1.61
O 0.48 0.10 -2.78
C 0.10 -0.60 -4.04
C -0.27 0.38 -5.12
O -0.33 2.13 -1.49
C -0.48 3.10 -2.62
C -1.92 3.48 -2.81
H -4.19 0.81 0.36
H -3.01 1.91 -0.34
H -2.48 0.57 0.72
H -3.88 0.20 -2.00
H -3.18 -1.09 -1.01
H -0.72 -1.28 -3.80
H 0.99 -1.17 -4.29
H -1.16 0.95 -4.86
H -0.50 -0.18 -6.03
H 0.56 1.05 -5.34
H -0.03 2.64 -3.50
H 0.14 3.94 -2.31
H -2.54 2.62 -3.06
H -1.98 4.19 -3.63
H -2.32 3.97 -1.92
C 4.61 -0.34 0.22
C 3.25 0.26 0.67
C 3.23 0.38 2.19
C 2.25 -0.69 0.07
H 5.40 0.36 0.51
H 4.67 -0.49 -0.85
H 4.80 -1.29 0.72
H 3.16 1.24 0.20
H 3.35 -0.61 2.65
H 2.33 0.84 2.58
H 4.07 0.99 2.51
H 2.34 -1.70 0.48
H 2.28 -0.73 -1.02

These are the Löwdin partial charges, in e, on atoms 1 to 8: atom 1 (Ir): 1.323, atom 2 (C): 0.023, atom 3 (C): 0.034, atom 4 (C): 0.047, atom 5 (C): -0.193, atom 6 (N): -0.068, atom 7 (C): -0.077, atom 8 (C): -0.159

[2]
ORCA calculation (ωB97M-V/def2-TZVPD) on a molecular structure, C4H10ClN4.

Summary:
- E_HOMO (spin up / spin down): -13.2 / -13.2 eV
- LUMO energy (spin up / spin down): -5.29 / -5.29 eV
- Total charge: +1
- Kohn-Sham gap (spin up / spin down): 7.9 / 7.9 eV
- Energy relative to the best compared isomer or geometry (same formula, charge and spin): 418.21 kJ/mol

CARTESIAN COORDINATES (ANGSTROEM)
C -0.20 1.22 -0.33
C -2.46 -0.20 0.90
C 1.28 1.41 -0.24
C -0.07 -1.73 0.87
N -0.85 1.47 0.85
N -1.79 0.87 1.40
N -1.05 -1.23 -0.03
N -0.69 -0.30 -0.96
Cl -3.55 -0.06 -0.46
H -0.55 2.05 -1.07
H -2.65 -1.02 1.58
H 1.74 0.81 0.57
H 1.43 2.49 -0.16
H 1.63 1.19 -1.37
H 0.60 -0.92 1.24
H -0.54 -2.26 1.69
H 0.58 -2.42 0.41
H -1.55 -0.10 -1.45
H 0.03 -0.52 -1.67

These are the Löwdin partial charges, in e, on atoms 1 to 8: atom 1 (C): -0.316, atom 2 (C): -0.513, atom 3 (C): -0.042, atom 4 (C): -0.085, atom 5 (N): 0.085, atom 6 (N): 0.049, atom 7 (N): -0.145, atom 8 (N): 0.035

[3]
ORCA calculation (ωB97M-V/def2-TZVPD) on a gas-phase ion, C11H14NO7S (charge -1).

Summary:
- E_HOMO: -2.3 eV
- LUMO energy: 2.62 eV
- SMILES: O=C(O)[C@H]1O[C@@H](SC2=CC=CCN2[O-])[C@H](O)[C@@H](O)[C@@H]1O
- Total charge: -1
- Kohn-Sham gap: 5.0 eV
- Energy relative to the best compared isomer or geometry (same formula, charge and spin): 25.85 kJ/mol

CARTESIAN COORDINATES (ANGSTROEM)
O -2.20 -1.92 -4.14
C -2.57 -1.06 -3.34
O -3.47 -0.15 -3.69
C -1.90 -1.09 -1.94
O -0.91 -0.04 -1.84
C -0.24 0.09 -0.60
S 0.92 1.48 -0.73
C 2.32 1.13 0.28
C 3.50 1.75 -0.13
C 4.73 1.55 0.63
C 4.71 0.89 1.84
C 3.36 0.44 2.40
N 2.32 0.25 1.39
O 1.49 -0.63 1.59
C -1.30 0.42 0.49
O -0.75 0.62 1.83
C -2.31 -0.73 0.55
O -3.28 -0.49 1.57
C -2.95 -0.89 -0.83
O -3.84 -2.00 -0.67
H -3.71 -0.36 -4.61
H -1.44 -2.04 -1.71
H 0.30 -0.83 -0.38
H 3.48 2.39 -0.98
H 5.65 1.92 0.20
H 5.60 0.70 2.39
H 3.49 -0.50 2.93
H 3.01 1.13 3.17
H -1.86 1.33 0.17
H 0.19 0.23 1.84
H -1.76 -1.66 0.76
H -2.85 -0.04 2.32
H -3.54 -0.02 -1.03
H -4.21 -1.87 0.24

These are the Löwdin partial charges, in e, on atoms 1 to 8: atom 1 (O): 0.086, atom 2 (C): -0.416, atom 3 (O): 0.138, atom 4 (C): -0.139, atom 5 (O): -0.113, atom 6 (C): -0.524, atom 7 (S): 1.051, atom 8 (C): -0.482

[4]
ORCA calculation (ωB97M-V/def2-TZVPD) on C4H8O2 in the gas phase.

Summary:
- E_HOMO: -9.1 eV
- LUMO energy: 0.82 eV
- SMILES: CC(C)OC=O
- Kohn-Sham gap: 9.9 eV
- Energy relative to the best compared isomer or geometry (same formula, charge and spin): 413.36 kJ/mol

CARTESIAN COORDINATES (ANGSTROEM)
C 0.18 1.64 0.07
C -0.42 -0.04 -0.48
C -1.64 -0.89 -0.01
O 0.60 -0.28 0.55
C 1.80 -0.69 0.22
O 2.03 -1.45 -0.68
H -0.71 2.06 0.49
H 1.00 1.81 0.86
H 0.56 2.05 -0.85
H -0.10 -0.52 -1.44
H -1.30 -1.92 0.23
H -2.45 -1.03 -0.75
H -2.08 -0.49 0.90
H 2.55 -0.24 0.89

These are the Löwdin partial charges, in e, on atoms 1 to 8: atom 1 (C): 0.040, atom 2 (C): -0.159, atom 3 (C): -0.056, atom 4 (O): -0.176, atom 5 (C): -0.404, atom 6 (O): 0.067, atom 7 (H): 0.038, atom 8 (H): 0.093

[5]
ORCA calculation (ωB97M-V/def2-TZVPD) on 6 unconnected molecules or ions with the total composition C36H41ClO7S.

Summary:
- E_HOMO: -9.2 eV
- LUMO energy: 0.35 eV
- Kohn-Sham gap: 9.5 eV

CARTESIAN COORDINATES (ANGSTROEM)
O -3.92 -4.21 -0.47
C -3.54 -3.26 -1.00
Cl -3.85 -3.00 -2.75
C -2.77 -2.12 -0.28
O -2.78 -2.35 1.13
S -2.91 -0.94 1.99
O -4.21 -0.39 1.66
O -1.71 -0.03 1.29
C -1.77 1.35 1.71
O -1.29 2.09 0.62
C -0.67 3.30 1.00
O -1.46 4.46 0.83
C -2.33 4.38 -0.29
C -3.79 3.92 0.08
O -4.12 4.14 1.43
H -3.21 -1.15 -0.59
H -1.72 -2.21 -0.63
H -2.81 1.67 1.93
H -1.18 1.45 2.64
H 0.28 3.43 0.42
H -0.34 3.30 2.07
H -2.43 5.41 -0.68
H -1.94 3.77 -1.13
H -4.48 4.54 -0.53
H -3.95 2.86 -0.23
H -3.48 3.70 2.01
C 3.64 2.85 2.21
C 2.77 1.79 2.02
C 2.21 1.14 3.11
C 2.53 1.56 4.40
C 3.40 2.63 4.59
C 3.96 3.27 3.50
H 4.08 3.36 1.35
H 2.52 1.47 1.01
H 1.54 0.31 2.96
H 2.09 1.06 5.25
H 3.64 2.95 5.59
H 4.64 4.10 3.65
C 7.15 5.50 5.01
C 7.73 5.01 3.85
C 9.06 5.32 3.56
C 9.80 6.10 4.43
C 9.21 6.58 5.59
C 7.89 6.29 5.88
H 6.11 5.26 5.24
H 7.16 4.39 3.17
H 9.51 4.94 2.65
H 10.83 6.34 4.20
H 9.79 7.19 6.28
H 7.43 6.67 6.79
C -2.61 -9.09 2.80
C -3.43 -8.07 3.25
C -3.69 -6.98 2.42
C -3.14 -6.92 1.15
C -2.32 -7.95 0.70
C -2.05 -9.04 1.53
H -2.40 -9.94 3.45
H -3.87 -8.11 4.24
H -4.33 -6.17 2.77
H -3.35 -6.08 0.50
H -1.90 -7.91 -0.29
H -1.41 -9.84 1.18
C 1.38 1.26 -4.16
C 0.54 1.71 -5.17
C -0.81 1.93 -4.91
C -1.31 1.72 -3.63
C -0.47 1.28 -2.62
C 0.87 1.04 -2.88
H 2.42 1.08 -4.36
H 0.93 1.88 -6.17
H -1.46 2.28 -5.70
H -2.36 1.90 -3.43
H -0.86 1.11 -1.62
H 1.53 0.69 -2.09
C -2.77 -5.18 -8.14
C -2.91 -3.82 -8.39
C -3.33 -2.97 -7.37
C -3.59 -3.48 -6.10
C -3.44 -4.84 -5.86
C -3.04 -5.69 -6.87
H -2.45 -5.85 -8.93
H -2.70 -3.43 -9.37
H -3.45 -1.91 -7.57
H -3.91 -2.81 -5.31
H -3.65 -5.23 -4.87
H -2.93 -6.75 -6.68

These are the Löwdin partial charges, in e, on atoms 1 to 8: atom 1 (O): 0.101, atom 2 (C): -0.744, atom 3 (Cl): 0.703, atom 4 (C): -0.213, atom 5 (O): -0.307, atom 6 (S): 0.979, atom 7 (O): -0.373, atom 8 (O): -0.300

[6]
ORCA calculation (ωB97M-V/def2-TZVPD) on 2 unconnected molecules or ions with the total composition C5H7NO.

Summary:
- E_HOMO: -9.7 eV
- LUMO energy: 0.11 eV
- SMILES: C=NC=O.C=C=C
- Kohn-Sham gap: 9.9 eV
- Energy relative to the best compared isomer or geometry (same formula, charge and spin): 300.12 kJ/mol

CARTESIAN COORDINATES (ANGSTROEM)
C -1.84 -0.85 0.93
N -1.52 0.23 0.33
C -1.36 0.13 -1.07
O -0.89 -0.82 -1.64
H -2.02 -1.79 0.39
H -1.92 -0.86 2.01
H -1.68 1.04 -1.59
C 1.87 -0.86 0.04
C 1.63 0.42 0.10
C 1.36 1.70 0.15
H 2.54 -1.36 0.73
H 1.37 -1.46 -0.73
H 0.52 2.06 0.74
H 1.95 2.42 -0.39

These are the Löwdin partial charges, in e, on atoms 1 to 8: atom 1 (C): 0.001, atom 2 (N): 0.027, atom 3 (C): -0.350, atom 4 (O): 0.039, atom 5 (H): 0.090, atom 6 (H): 0.079, atom 7 (H): 0.125, atom 8 (C): -0.007

[7]
ORCA calculation (ωB97M-V/def2-TZVPD) on a molecular structure, CuI4.

Summary:
- E_HOMO (spin up / spin down): -2.1 / -2.0 eV
- LUMO energy (spin up / spin down): 4.98 / 3.03 eV
- Expectation value of S²: 0.760
- Total charge: -2
- Multiplicity: 2
- Kohn-Sham gap (spin up / spin down): 7.0 / 5.0 eV
- Energy relative to the best compared isomer or geometry (same formula, charge and spin): 38.58 kJ/mol

CARTESIAN COORDINATES (ANGSTROEM)
Cu 0.14 0.02 -0.01
I 0.90 -2.74 0.23
I -2.70 -0.01 0.58
I 0.32 1.03 -2.78
I 1.35 1.69 1.97

Formally, the Löwdin partial charges of the atoms, in units of the elementary charge, are as follows: atom 1 (Cu): -0.626, atom 2 (I): -0.357, atom 3 (I): -0.213, atom 4 (I): -0.434, atom 5 (I): -0.371

[8]
ORCA calculation (ωB97M-V/def2-TZVPD) on a molecular structure, C7H13ClI2N2OPRh.

Summary:
- E_HOMO (spin up / spin down): -15.8 / -15.5 eV
- LUMO energy (spin up / spin down): -7.44 / -12.83 eV
- Expectation value of S²: 6.015
- Total charge: +2
- Multiplicity: 5
- Kohn-Sham gap (spin up / spin down): 8.3 / 2.6 eV
- Energy relative to the best compared isomer or geometry (same formula, charge and spin): 256.53 kJ/mol

CARTESIAN COORDINATES (ANGSTROEM)
I -3.31 -2.81 -0.06
I -3.57 2.40 0.39
Rh 0.81 -0.01 0.32
P 0.41 -0.01 -1.95
C -1.31 0.00 -2.69
C 1.21 1.51 -2.64
H 2.21 -1.53 -2.18
H 1.31 -1.50 -3.77
H 0.62 -2.36 -2.33
C 1.22 -1.50 -2.68
H 2.18 1.55 -2.11
H 1.34 1.52 -3.73
H -1.36 0.01 -3.79
H -1.83 0.88 -2.30
H 0.59 2.36 -2.31
H -1.82 -0.90 -2.31
C -1.01 -0.09 0.59
O -2.17 -0.23 0.91
Cl 3.12 0.27 0.24
N -0.60 -0.66 2.92
C -0.52 -0.32 4.24
C 0.63 0.49 4.39
C 1.13 0.71 3.10
N 0.45 -0.07 2.28
H -1.51 -1.10 2.58
H -1.28 -0.68 4.88
H 1.09 0.78 5.33
H 1.99 1.29 2.71

These are the Löwdin partial charges, in e, on atoms 1 to 8: atom 1 (I): 0.440, atom 2 (I): 0.860, atom 3 (Rh): 0.659, atom 4 (P): 0.737, atom 5 (C): -0.227, atom 6 (C): -0.235, atom 7 (H): 0.042, atom 8 (H): 0.074

| no. | strongest force on any atom (eV/A) |
| --- | --- |
| 1 | 0.82 |
| 2 | 5.42 |
| 3 | 8.51 |
| 4 | 3.38 |
| 5 | 2.77 |
| 6 | 0.54 |
| 7 | 1.05 |
| 8 | 4.98 |